[1]
This record from OMol25 describes a structure of composition C33H30N2OPRhS. The level of theory is ωB97M-V/def2-TZVPD.

Atoms and positions in Å:
Rh1 -0.199 -0.222 0.197
S1 -3.639 1.728 2.525
C1 -4.303 0.887 1.185
C2 -3.361 0.344 0.328
C3 -2.048 0.560 0.747
C4 -2.057 1.361 1.946
C5 -0.841 1.828 2.546
C6 -0.794 2.675 3.654
C7 0.440 3.094 4.124
C8 1.581 2.653 3.479
C9 1.453 1.793 2.384
N1 0.283 1.391 1.926
H1 -5.380 0.814 1.095
H2 -3.638 -0.210 -0.559
H3 -1.710 2.999 4.132
H4 0.509 3.756 4.978
H5 2.564 2.964 3.806
H6 2.328 1.415 1.867
C10 0.893 0.008 -3.416
C11 0.918 1.277 -2.568
C12 1.112 2.530 -3.417
C13 1.972 1.239 -1.461
C14 3.424 1.111 -1.936
O1 3.946 -0.010 -1.171
C15 2.955 -0.529 -0.457
N2 1.816 0.063 -0.560
C16 3.333 -1.698 0.367
C17 4.681 -2.056 0.339
C18 5.161 -3.101 1.113
C19 4.298 -3.800 1.934
C20 2.949 -3.467 1.964
C21 2.446 -2.433 1.183
P1 0.664 -2.140 1.237
C22 -0.024 -2.810 -0.306
C23 0.743 -3.335 -1.347
C24 0.131 -3.760 -2.514
C25 -1.249 -3.665 -2.662
C26 -2.025 -3.155 -1.633
C27 -1.420 -2.733 -0.455
C28 -0.045 -3.074 2.594
C29 -0.567 -4.355 2.431
C30 -1.096 -5.022 3.526
C31 -1.099 -4.419 4.776
C32 -0.578 -3.142 4.943
C33 -0.059 -2.463 3.851
H7 0.154 0.107 -4.212
H8 0.631 -0.873 -2.827
H9 1.857 -0.180 -3.894
H10 -0.050 1.362 -2.055
H11 2.054 2.485 -3.971
H12 1.120 3.437 -2.807
H13 0.311 2.624 -4.148
H14 1.849 2.141 -0.856
H15 4.036 1.978 -1.710
H16 3.523 0.866 -2.990
H17 5.361 -1.501 -0.290
H18 6.211 -3.359 1.075
H19 4.664 -4.612 2.548
H20 2.278 -4.029 2.600
H21 1.818 -3.422 -1.241
H22 0.730 -4.178 -3.313
H23 -1.720 -4.007 -3.575
H24 -3.102 -3.111 -1.736
H25 -2.035 -2.402 0.376
H26 -0.555 -4.831 1.458
H27 -1.502 -6.018 3.404
H28 -1.510 -4.948 5.627
H29 -0.581 -2.677 5.920
H30 0.344 -1.462 3.970

Output
HOMO level (spin up / spin down): -0.480 / -0.531 hartree
ΔE to the lowest compared entry with this formula, charge and spin: 17.4 kJ/mol
energy: -62851.8228 eV
multiplicity: 5
gap between HOMO and LUMO (spin up / spin down): 6.85 / 5.68 eV
F_max: 0.0180 hartree/bohr
total charge: +2

Atom-resolved charges from Mulliken, all expressed in e: number 1, Rh, carries -0.13; number 2, S, carries -0.13; number 3, C, carries -0.35; number 4, C, carries -0.38; number 5, C, carries -0.17; number 6, C, carries 0.11; number 7, C, carries 1.35; number 8, C, carries -0.83; number 9, C, carries -0.64; number 10, C, carries -0.85; number 11, C, carries -0.23; number 12, N, carries 0.36; number 13, H, carries 0.51; number 14, H, carries 0.47; number 15, H, carries 0.41; number 16, H, carries 0.47; number 17, H, carries 0.48; number 18, H, carries 0.40; number 19, C, carries -1.10; number 20, C, carries 0.65; number 21, C, carries -1.60; number 22, C, carries -0.49; number 23, C, carries -0.83; number 24, O, carries -0.47; number 25, C, carries 0.21; number 26, N, carries 0.80; number 27, C, carries 0.24; number 28, C, carries -1.02; number 29, C, carries -0.90; number 30, C, carries -0.74; number 31, C, carries -1.29; number 32, C, carries 0.65; number 33, P, carries 2.66; number 34, C, carries 0.14; number 35, C, carries -0.96; number 36, C, carries -0.65; number 37, C, carries -0.69; number 38, C, carries -1.00; number 39, C, carries -0.20; number 40, C, carries -0.01; number 41, C, carries -0.04; number 42, C, carries -0.77; number 43, C, carries -0.53; number 44, C, carries -0.81; number 45, C, carries -0.23; number 46, H, carries 0.49; number 47, H, carries 0.00; number 48, H, carries 0.30; number 49, H, carries 0.01; number 50, H, carries 0.34; number 51, H, carries 0.43; number 52, H, carries 0.43; number 53, H, carries 0.60; number 54, H, carries 0.29; number 55, H, carries 0.42; number 56, H, carries 0.57; number 57, H, carries 0.44; number 58, H, carries 0.47; number 59, H, carries 0.47; number 60, H, carries 0.43; number 61, H, carries 0.46; number 62, H, carries 0.44; number 63, H, carries 0.48; number 64, H, carries 0.85; number 65, H, carries 0.45; number 66, H, carries 0.44; number 67, H, carries 0.43; number 68, H, carries 0.44; number 69, H, carries 0.45

***

[2]
This record from OMol25 describes a structure of composition C33H30N5O2Ru in a non-equilibrium geometry. The level of theory is ωB97M-V/def2-TZVPD.

Atoms and positions in Å:
Ru1 0.609 -0.319 0.226
O1 1.053 -2.325 0.478
C1 0.634 -3.312 -0.246
C2 1.242 -4.572 -0.080
C3 0.762 -5.702 -0.707
C4 -0.354 -5.616 -1.537
C5 -0.940 -4.394 -1.769
C6 -0.468 -3.205 -1.174
C7 -1.133 -2.001 -1.483
N1 -0.891 -0.791 -0.976
N2 -1.770 0.138 -1.285
C8 -1.641 1.369 -0.862
O2 -0.425 1.760 -0.253
C9 -2.651 2.344 -1.116
C10 -2.506 3.691 -0.739
C11 -3.504 4.600 -1.016
C12 -4.662 4.210 -1.673
C13 -4.831 2.874 -2.022
C14 -3.851 1.951 -1.745
H1 2.104 -4.624 0.570
H2 1.243 -6.654 -0.542
H3 -0.752 -6.506 -1.999
H4 -1.809 -4.330 -2.407
H5 -1.967 -2.059 -2.178
H6 -1.613 4.028 -0.232
H7 -3.376 5.628 -0.714
H8 -5.432 4.934 -1.898
H9 -5.742 2.557 -2.511
H10 -3.982 0.912 -2.002
C15 3.681 0.189 3.257
C16 4.840 0.183 2.452
C17 4.700 0.284 1.101
C18 3.418 0.426 0.515
N3 2.285 0.329 1.313
C19 2.461 0.225 2.632
C20 3.233 0.700 -0.865
C21 4.290 1.083 -1.727
C22 4.037 1.394 -3.031
C23 2.712 1.351 -3.504
C24 1.723 0.954 -2.630
N4 1.958 0.627 -1.369
H11 3.752 0.130 4.330
H12 5.813 0.088 2.906
H13 5.564 0.231 0.459
H14 1.560 0.199 3.232
H15 5.293 1.142 -1.340
H16 4.840 1.691 -3.688
H17 2.477 1.623 -4.519
H18 0.692 0.902 -2.964
C25 -1.024 -0.804 2.956
N5 -1.672 -0.335 1.736
C26 -2.706 -1.292 1.356
C27 -2.279 0.984 1.977
C28 -1.211 2.042 2.071
C29 -0.970 2.688 3.279
C30 0.097 3.552 3.448
C31 0.976 3.774 2.400
C32 0.752 3.165 1.184
C33 -0.342 2.313 1.005
H19 -1.762 -0.999 3.749
H20 -0.337 -0.037 3.309
H21 -0.468 -1.720 2.749
H22 -3.460 -1.387 2.153
H23 -2.252 -2.268 1.191
H24 -3.202 -0.982 0.437
H25 -2.861 0.958 2.914
H26 -2.976 1.205 1.163
H27 -1.638 2.495 4.105
H28 0.264 4.032 4.399
H29 1.831 4.424 2.526
H30 1.415 3.319 0.342

Output
HOMO level (spin up / spin down): -0.170 / -0.261 hartree
ΔE to the lowest compared entry with this formula, charge and spin: 94.1 kJ/mol
energy: -48833.4263 eV
multiplicity: 2
gap between HOMO and LUMO (spin up / spin down): 3.90 / 6.38 eV
F_max: 0.0697 hartree/bohr
total charge: 0

Atom-resolved charges from Mulliken, all expressed in e: number 1, Ru, carries 0.36; number 2, O, carries -0.60; number 3, C, carries 0.66; number 4, C, carries -0.75; number 5, C, carries -0.38; number 6, C, carries -0.73; number 7, C, carries -0.99; number 8, C, carries 0.62; number 9, C, carries -0.58; number 10, N, carries 1.27; number 11, N, carries -0.67; number 12, C, carries -0.46; number 13, O, carries -0.23; number 14, C, carries 0.90; number 15, C, carries -0.25; number 16, C, carries -0.96; number 17, C, carries -0.42; number 18, C, carries -0.77; number 19, C, carries -0.48; number 20, H, carries 0.44; number 21, H, carries 0.40; number 22, H, carries 0.39; number 23, H, carries 0.37; number 24, H, carries 0.24; number 25, H, carries 0.51; number 26, H, carries 0.43; number 27, H, carries 0.41; number 28, H, carries 0.42; number 29, H, carries 0.42; number 30, C, carries -1.21; number 31, C, carries -0.47; number 32, C, carries -1.23; number 33, C, carries 0.85; number 34, N, carries 0.67; number 35, C, carries -0.21; number 36, C, carries 0.72; number 37, C, carries -1.52; number 38, C, carries -0.35; number 39, C, carries -1.13; number 40, C, carries -0.32; number 41, N, carries 0.68; number 42, H, carries 0.46; number 43, H, carries 0.43; number 44, H, carries 0.37; number 45, H, carries 0.30; number 46, H, carries 0.32; number 47, H, carries 0.42; number 48, H, carries 0.43; number 49, H, carries 0.45; number 50, C, carries -0.99; number 51, N, carries 0.90; number 52, C, carries -1.51; number 53, C, carries -1.35; number 54, C, carries 0.99; number 55, C, carries -0.72; number 56, C, carries -0.84; number 57, C, carries -0.61; number 58, C, carries -0.38; number 59, C, carries 0.66; number 60, H, carries 0.44; number 61, H, carries 0.23; number 62, H, carries 0.19; number 63, H, carries 0.48; number 64, H, carries 0.32; number 65, H, carries 0.34; number 66, H, carries 0.57; number 67, H, carries 0.29; number 68, H, carries 0.44; number 69, H, carries 0.42; number 70, H, carries 0.48; number 71, H, carries 0.43

***

[3]
This record from OMol25 describes a cluster of 4 separate species, C33H30O17S in total in a non-equilibrium geometry. The level of theory is ωB97M-V/def2-TZVPD.

Atoms and positions in Å:
C1 -3.859 2.400 0.701
C2 -2.746 2.155 1.732
C3 -2.702 0.876 2.269
C4 -1.765 0.509 3.216
C5 -0.872 1.493 3.621
C6 -0.914 2.760 3.096
C7 -1.846 3.144 2.137
C8 -1.928 4.556 1.572
C9 -0.869 4.918 0.534
O1 -0.752 4.149 -0.666
C10 0.244 4.861 -1.342
O2 0.369 4.972 -2.522
O3 1.072 5.488 -0.408
C11 0.625 4.997 0.886
S1 1.405 3.299 0.902
C12 1.106 5.787 2.097
C13 0.495 7.215 2.245
C14 -0.326 7.445 3.532
C15 0.358 6.944 4.798
O4 1.451 7.261 5.174
O5 -0.408 6.077 5.584
H1 -3.471 2.060 -0.269
H2 -4.706 1.752 0.965
H3 -4.207 3.434 0.681
H4 -3.415 0.115 1.950
H5 -1.730 -0.481 3.664
H6 -0.149 1.210 4.387
H7 -0.191 3.471 3.495
H8 -1.873 5.267 2.410
H9 -2.906 4.731 1.110
H10 -1.098 5.942 0.181
H11 2.708 3.579 1.164
H12 2.197 5.909 2.047
H13 0.915 5.167 2.981
H14 1.296 7.965 2.235
H15 -0.141 7.434 1.376
H16 -1.345 7.041 3.511
H17 -0.436 8.536 3.649
H18 -0.046 5.184 5.511
O6 1.729 -0.140 0.783
C16 1.036 -1.061 0.400
C17 1.011 -2.368 1.045
C18 0.237 -3.343 0.560
O7 0.187 -4.555 1.123
C19 -0.623 -3.136 -0.650
O8 -1.296 -4.066 -1.059
C20 -0.618 -1.825 -1.282
C21 0.155 -0.845 -0.795
O9 0.184 0.370 -1.341
H19 1.637 -2.507 1.914
H20 -0.439 -5.074 0.583
H21 -1.256 -1.683 -2.143
H22 0.814 0.893 -0.806
O10 3.858 -2.476 0.070
C22 4.343 -2.230 -1.018
C23 4.066 -1.003 -1.751
C24 4.618 -0.797 -2.954
O11 4.393 0.312 -3.656
C25 5.528 -1.810 -3.585
O12 5.986 -1.578 -4.687
C26 5.823 -3.027 -2.840
C27 5.274 -3.230 -1.637
O13 5.519 -4.329 -0.921
H23 3.408 -0.282 -1.286
H24 4.903 0.212 -4.481
H25 6.493 -3.741 -3.297
H26 5.002 -4.230 -0.099
O14 -1.822 -10.055 -4.533
C28 -2.317 -9.108 -3.950
C29 -1.694 -8.465 -2.802
C30 -2.298 -7.436 -2.194
O15 -1.760 -6.820 -1.144
C31 -3.625 -6.915 -2.663
O16 -4.137 -5.992 -2.062
C32 -4.237 -7.544 -3.826
C33 -3.630 -8.570 -4.435
O17 -4.155 -9.172 -5.504
H27 -0.739 -8.851 -2.473
H28 -2.391 -6.115 -0.898
H29 -5.184 -7.150 -4.166
H30 -3.524 -9.876 -5.746

Output
structure (SMILES): Cc1ccccc1C[C@@H]1OC(=O)O[C@@]1(S)CCCC(=O)O.O=C1C=C(O)C(=O)C=C1O.O=C1C=C(O)C(=O)C=C1O.O=C1C=C(O)C(=O)C=C1O
HOMO level: -0.340 hartree
energy: -80348.5787 eV
gap between HOMO and LUMO: 7.70 eV
F_max: 0.0273 hartree/bohr
total charge: 0

Atom-resolved charges from Mulliken, all expressed in e: number 1, C, carries -1.77; number 2, C, carries 0.82; number 3, C, carries -0.70; number 4, C, carries -0.62; number 5, C, carries -0.93; number 6, C, carries 0.21; number 7, C, carries 0.15; number 8, C, carries -0.18; number 9, C, carries -0.36; number 10, O, carries -0.41; number 11, C, carries 0.41; number 12, O, carries -0.53; number 13, O, carries -0.43; number 14, C, carries 1.00; number 15, S, carries -0.12; number 16, C, carries -0.74; number 17, C, carries -0.80; number 18, C, carries -0.35; number 19, C, carries 0.46; number 20, O, carries -0.52; number 21, O, carries -0.50; number 22, H, carries 0.29; number 23, H, carries 0.50; number 24, H, carries 0.38; number 25, H, carries 0.38; number 26, H, carries 0.45; number 27, H, carries 0.41; number 28, H, carries 0.18; number 29, H, carries -0.29; number 30, H, carries 0.39; number 31, H, carries 0.76; number 32, H, carries 0.20; number 33, H, carries 0.59; number 34, H, carries 0.04; number 35, H, carries 0.41; number 36, H, carries 0.34; number 37, H, carries 0.20; number 38, H, carries 0.41; number 39, H, carries 0.34; number 40, O, carries -0.65; number 41, C, carries 1.41; number 42, C, carries -1.37; number 43, C, carries 0.51; number 44, O, carries -0.63; number 45, C, carries 0.96; number 46, O, carries -0.50; number 47, C, carries -0.79; number 48, C, carries 0.09; number 49, O, carries -0.63; number 50, H, carries 0.52; number 51, H, carries 0.29; number 52, H, carries 0.51; number 53, H, carries 0.18; number 54, O, carries -0.61; number 55, C, carries 0.99; number 56, C, carries -0.99; number 57, C, carries 0.36; number 58, O, carries -0.56; number 59, C, carries 0.85; number 60, O, carries -0.62; number 61, C, carries -0.95; number 62, C, carries 0.36; number 63, O, carries -0.58; number 64, H, carries 0.61; number 65, H, carries 0.36; number 66, H, carries 0.42; number 67, H, carries 0.36; number 68, O, carries -0.62; number 69, C, carries 1.00; number 70, C, carries -0.92; number 71, C, carries 0.25; number 72, O, carries -0.46; number 73, C, carries 1.05; number 74, O, carries -0.61; number 75, C, carries -1.03; number 76, C, carries 0.38; number 77, O, carries -0.56; number 78, H, carries 0.43; number 79, H, carries 0.37; number 80, H, carries 0.42; number 81, H, carries 0.36